No. 1
This record from OMol25 describes a structure of composition C14H21NPPt. The level of theory is wB97M-V/def2-TZVPD.

Output
Charge: -1
Kohn-Sham gap (spin up / spin down), eV: 2.68 / 4.99
Spin multiplicity: 3

Atoms and positions in Å:
1 C -0.192 -0.400 -2.157
2 C -0.634 -1.332 -3.092
3 C 0.021 -2.586 -2.887
4 C 0.916 -2.498 -1.776
5 C 0.882 -1.217 -1.231
6 Pt -0.659 1.104 1.367
7 P -0.459 2.924 0.192
8 H -0.459 0.640 -1.983
9 H -1.371 -1.125 -3.868
10 H -0.138 -3.479 -3.490
11 H 1.393 -0.776 -0.379
12 H 1.540 -3.309 -1.399
13 H -1.482 3.887 0.449
14 H -0.471 2.826 -1.235
15 H 0.742 3.653 0.450
16 C 1.887 0.599 4.103
17 N 0.782 1.192 4.904
18 C 1.107 2.586 5.311
19 C -0.592 1.084 4.241
20 C -0.778 -0.325 3.815
21 C -0.751 -1.384 4.739
22 C -0.743 -2.695 4.260
23 C -0.799 -2.965 2.886
24 C -0.886 -1.910 1.958
25 C -0.854 -0.618 2.467
26 H 1.901 1.057 3.110
27 H 1.751 -0.483 4.036
28 H 2.817 0.817 4.639
29 H 0.699 0.627 5.764
30 H 1.260 3.189 4.411
31 H 0.278 2.983 5.903
32 H 2.023 2.556 5.909
33 H -1.293 1.379 5.029
34 H -0.633 1.843 3.417
35 H -0.726 -1.158 5.809
36 H -0.687 -3.521 4.972
37 H -0.778 -3.995 2.529
38 H -0.953 -2.026 0.879

Atomic forces in eV per Å
C 1.73 -2.61 1.00
C 0.17 1.11 0.61
C 0.09 0.37 0.29
C 0.23 1.02 0.71
C -2.10 0.44 -2.43
Pt -0.12 0.03 -1.49
P -0.01 -0.71 0.65
H -0.01 -0.40 -0.12
H 0.24 -0.14 0.23
H 0.03 0.22 0.15
H -0.16 -0.21 -0.22
H -0.26 0.20 -0.16
H 0.48 0.20 -0.50
H 0.07 0.59 0.33
H -0.43 0.33 -0.52
C 0.23 0.13 0.06
N -0.19 0.53 -0.85
C -0.05 -0.25 -0.07
C 0.45 0.71 0.82
C -0.25 -1.73 0.47
C -0.11 0.30 -0.21
C -0.07 -0.03 0.21
C -0.10 0.27 -0.61
C 0.02 -0.63 1.44
C 0.21 1.59 -1.29
H -0.13 -0.13 0.14
H -0.08 0.23 -0.08
H -0.14 -0.07 -0.07
H 0.22 -0.06 0.78
H -0.08 -0.13 0.04
H 0.09 -0.06 -0.01
H -0.12 0.06 0.05
H 0.04 0.03 0.10
H 0.04 -0.75 0.52
H 0.06 -0.30 -0.17
H -0.03 0.18 -0.21
H -0.01 0.08 0.17
H 0.06 -0.38 0.24

---

No. 2
This record from OMol25 describes a cluster of 2 separate species, C4H13N2O in total. The level of theory is wB97M-V/def2-TZVPD.

Output
Charge: +1
Kohn-Sham gap, eV: 10.94
Spin multiplicity: 1

Atoms and positions in Å:
1 C 1.057 1.503 -0.818
2 C 0.054 0.729 -1.736
3 C -1.314 0.671 -1.189
4 C -1.645 0.386 0.067
5 N -0.789 -0.200 1.131
6 N 1.707 0.468 0.052
7 H 1.753 2.175 -1.309
8 H 0.572 2.147 -0.077
9 H 0.193 1.039 -2.765
10 H 0.487 -0.273 -1.631
11 H -2.154 0.892 -1.833
12 H -2.680 0.495 0.369
13 H -0.840 -1.226 1.118
14 H -0.972 0.356 1.962
15 H 0.153 0.078 0.747
16 H 1.988 -0.339 -0.478
17 H 2.375 0.942 0.634
18 H 0.588 -2.926 1.523
19 H -0.203 -3.767 2.485
20 O -0.331 -3.149 1.747

Atomic forces in eV per Å
C -0.38 -0.45 0.99
C 2.01 -0.06 0.76
C -0.25 0.14 0.63
C -1.66 -0.47 -0.35
N 0.09 1.83 -2.41
N -1.46 1.14 -0.25
H 0.24 -0.36 -0.58
H -0.44 0.13 -0.42
H -0.58 0.02 -0.09
H -0.32 -0.20 -0.80
H 0.00 0.32 0.03
H 0.08 -0.27 0.03
H -0.38 0.01 1.05
H 0.07 -0.96 0.61
H 1.11 -0.44 0.78
H 1.02 0.09 0.03
H 0.73 -0.64 0.09
H -0.23 -0.24 -0.05
H -0.40 0.15 -0.17
O 0.76 0.25 0.10

---

No. 3
This record from OMol25 describes the molecule C21H44F2IN2OPS. The level of theory is wB97M-V/def2-TZVPD.

Output
SMILES: CCCCCCCCN(CCCI)[C@@H](CCF)[C@@H](O[C@H](CCF)CSCC)[PH2]=N
Charge: 0
Kohn-Sham gap, eV: 8.73
Spin multiplicity: 1

Atoms and positions in Å:
1 C -3.612 -3.315 2.670
2 C -3.980 -2.425 1.401
3 C -3.002 -2.665 0.205
4 C -3.647 -2.399 -1.196
5 C -2.603 -2.284 -2.362
6 C -2.348 -0.830 -2.887
7 C -1.057 -0.690 -3.750
8 C 0.297 -0.727 -2.908
9 N 0.140 -0.432 -1.463
10 C 1.210 -1.239 -0.789
11 C 0.695 -2.664 -0.329
12 C 1.387 -3.803 -1.158
13 I 0.963 -5.709 -0.218
14 C 0.466 0.977 -1.129
15 C 0.048 2.042 -2.196
16 C 1.223 2.471 -3.152
17 F 1.785 3.636 -2.650
18 C -0.131 1.308 0.307
19 O 0.694 2.348 0.845
20 C 0.869 2.261 2.254
21 C 0.300 3.518 3.025
22 C 0.796 3.440 4.513
23 F 0.685 2.132 5.015
24 C 2.435 2.143 2.539
25 S 3.365 1.391 1.130
26 C 5.098 2.037 1.147
27 C 6.053 0.833 1.567
28 P -1.907 1.917 0.302
29 N -2.982 0.720 0.430
30 H -4.564 -3.487 3.216
31 H -2.996 -2.664 3.336
32 H -3.090 -4.249 2.392
33 H -5.018 -2.644 1.052
34 H -3.969 -1.376 1.765
35 H -2.568 -3.691 0.272
36 H -2.171 -1.926 0.313
37 H -4.254 -1.467 -1.183
38 H -4.283 -3.288 -1.429
39 H -3.029 -2.855 -3.226
40 H -1.616 -2.747 -2.149
41 H -3.209 -0.577 -3.560
42 H -2.333 -0.043 -2.106
43 H -1.065 0.311 -4.250
44 H -1.014 -1.434 -4.579
45 H 0.618 -1.796 -2.971
46 H 1.114 -0.148 -3.404
47 H 1.610 -0.742 0.118
48 H 2.093 -1.395 -1.466
49 H 1.044 -2.812 0.724
50 H -0.408 -2.736 -0.296
51 H 1.110 -3.811 -2.231
52 H 2.485 -3.616 -1.119
53 H 1.577 1.081 -0.999
54 H -0.185 2.979 -1.632
55 H -0.882 1.802 -2.754
56 H 0.852 2.593 -4.196
57 H 2.023 1.701 -3.202
58 H -0.132 0.370 0.919
59 H 0.406 1.373 2.731
60 H 0.559 4.478 2.541
61 H -0.801 3.343 3.089
62 H 1.866 3.712 4.620
63 H 0.176 4.071 5.184
64 H 2.563 1.453 3.403
65 H 2.825 3.150 2.799
66 H 5.171 2.866 1.884
67 H 5.343 2.393 0.123
68 H 6.890 0.791 0.830
69 H 5.514 -0.137 1.494
70 H 6.429 1.009 2.599
71 H -2.244 2.641 -0.880
72 H -2.074 2.768 1.439
73 H -3.604 0.762 -0.375

Atomic forces in eV per Å
C -0.66 1.41 -0.45
C 0.15 -0.82 0.28
C 0.03 1.22 0.18
C 0.72 -0.74 0.05
C -0.14 0.33 -0.52
C -0.25 -0.12 -0.88
C 0.53 1.13 0.30
C -1.10 -1.48 -0.73
N 1.91 0.21 -0.24
C -0.46 -1.18 0.55
C 1.00 -0.12 0.12
C 0.08 1.05 0.33
I 0.16 0.44 -0.49
C -0.42 0.49 0.14
C 0.50 0.66 0.25
C -0.82 -1.20 0.05
F -0.04 -0.08 -0.41
C 0.30 0.54 -0.92
O -0.96 -0.60 0.76
C 1.65 0.77 0.69
C -0.21 -1.77 0.85
C 0.05 0.60 -0.23
F -0.16 0.28 -0.34
C -0.12 -0.14 0.32
S -0.21 0.57 -0.04
C 0.14 -0.97 0.80
C -0.05 0.76 -0.68
P -2.29 -2.42 0.04
N 1.01 1.05 -0.26
H 0.72 -0.33 -0.19
H -0.12 -0.85 -0.41
H -0.38 0.46 0.33
H 0.63 0.01 0.33
H 0.02 -0.52 -0.73
H -0.36 0.63 -0.25
H -0.44 -0.55 -0.02
H 0.21 -0.69 0.13
H 0.08 0.88 0.21
H 0.51 0.39 0.52
H -0.67 0.11 0.26
H 0.59 -0.09 0.53
H 0.03 -0.75 -0.09
H -0.29 -0.72 0.19
H 0.00 0.34 0.68
H -0.11 0.83 0.15
H -0.57 -0.26 0.33
H -0.42 -0.02 -0.61
H -0.57 0.38 0.44
H -0.34 0.08 -0.73
H 0.71 0.08 -0.31
H -0.14 -0.29 0.71
H -0.76 -0.51 0.10
H -0.83 0.13 -0.02
H 0.26 -0.61 -0.51
H 0.69 -0.12 0.34
H 0.28 0.44 0.72
H -0.39 0.52 0.23
H -0.05 0.73 -0.32
H 0.02 0.36 -0.75
H -0.13 -0.54 0.29
H 0.70 0.63 -0.29
H -0.67 -0.03 -0.07
H 0.42 -0.23 -0.50
H -0.03 0.77 -0.42
H 0.04 -0.69 -0.37
H -0.06 -0.45 -0.68
H -0.33 -0.13 0.75
H -0.35 0.02 0.82
H 0.37 0.75 0.22
H -0.15 -0.37 -0.74
H 0.76 0.41 0.63
H 0.77 0.16 -0.63
H 0.00 -0.20 0.22

---

No. 4
This record from OMol25 describes a structure of composition C2H4F2N2O2. The level of theory is wB97M-V/def2-TZVPD.

Output
Charge: 0
Kohn-Sham gap, eV: 10.42
Spin multiplicity: 1

Atoms and positions in Å:
1 C 0.266 -0.105 0.013
2 C -1.398 -0.891 -1.436
3 N 0.940 1.049 0.292
4 N -2.854 -0.495 -0.305
5 O 0.249 -1.142 0.579
6 O -0.453 0.047 -1.192
7 F -2.783 -1.530 0.616
8 F -2.364 0.548 0.444
9 H -1.829 -1.031 -2.363
10 H -1.168 -1.880 -1.053
11 H 1.465 1.082 1.127
12 H 0.731 2.007 -0.156

Atomic forces in eV per Å
C -0.43 1.15 -1.27
C -1.18 -0.48 4.78
N -0.98 1.77 -1.71
N 1.83 -0.82 -1.93
O 0.56 -0.69 1.08
O -0.12 0.66 -0.71
F -0.07 -0.25 -0.11
F 0.23 0.43 -0.01
H -0.63 1.05 -2.17
H 0.18 0.09 0.40
H 0.39 -0.17 0.79
H 0.23 -2.73 0.85

---

No. 5
This record from OMol25 describes a cluster of 2 separate species, C9H17INO4P in total. The level of theory is wB97M-V/def2-TZVPD.

Output
Charge: -2
Kohn-Sham gap, eV: 1.69
Spin multiplicity: 1

Atoms and positions in Å:
1 C -1.935 0.630 -0.147
2 C -0.702 0.874 0.935
3 C 0.293 2.104 0.503
4 C 1.696 1.620 -0.227
5 C 1.468 0.851 -1.662
6 C 1.143 -0.751 -1.543
7 C 1.538 -1.742 -2.792
8 N 1.039 -3.090 -2.232
9 C 1.171 -3.108 -0.843
10 C 1.820 -1.650 -0.352
11 I 3.984 -1.975 -0.300
12 H -2.993 0.924 0.273
13 H -1.937 -0.531 -0.368
14 H -1.706 1.160 -1.174
15 H -1.220 1.209 1.957
16 H -0.157 -0.140 1.180
17 H 0.614 2.678 1.499
18 H -0.342 2.851 -0.142
19 H 2.430 1.041 0.514
20 H 2.277 2.630 -0.488
21 H 2.504 0.943 -2.248
22 H 0.660 1.406 -2.338
23 H -0.020 -0.922 -1.457
24 H 2.683 -1.869 -3.089
25 H 1.080 -1.380 -3.822
26 H 0.661 -3.887 -2.823
27 H 0.886 -3.970 -0.081
28 H 1.544 -1.439 0.766
29 O -2.229 1.503 4.334
30 P -3.696 1.106 4.101
31 O -4.584 1.779 5.161
32 O -3.837 -0.421 4.208
33 O -4.135 1.563 2.700

Atomic forces in eV per Å
C 0.60 -1.01 -0.06
C -1.15 0.74 0.90
C 0.45 -0.63 0.94
C -0.24 1.31 -0.41
C 1.39 -0.46 -0.37
C 0.25 -0.58 -0.23
C -0.05 -0.11 -0.83
N -0.21 0.40 -1.95
C 0.66 2.49 3.46
C -5.58 -3.45 -0.51
I 2.14 0.43 -0.02
H 2.28 -0.42 -0.71
H -0.26 2.27 0.33
H -0.50 -0.88 1.97
H 1.07 -0.82 -2.16
H -0.88 2.13 -0.72
H -0.70 -1.17 -2.16
H 1.46 -1.39 1.00
H -1.87 0.95 -1.69
H -1.12 -2.08 0.47
H -2.10 -0.18 1.16
H 1.57 -1.24 1.62
H 2.34 0.49 0.08
H -2.05 0.65 1.18
H 0.24 -1.03 2.18
H 0.97 1.85 1.30
H 0.79 1.96 -2.22
H 0.47 -0.21 -2.45
O -0.12 0.33 -0.14
P -0.03 0.13 0.08
O 0.26 -0.29 0.18
O -0.38 0.11 -0.09
O 0.33 -0.29 -0.18

---

No. 6
This record from OMol25 describes a structure of composition C17H22BF4N4ReSSi. The level of theory is wB97M-V/def2-TZVPD.

Output
Charge: +1
Kohn-Sham gap (spin up / spin down), eV: 6.19 / 6.48
Spin multiplicity: 4

Atoms and positions in Å:
1 Re 0.601 0.004 -0.309
2 S 0.166 -0.374 1.936
3 C -1.092 -1.582 1.686
4 N -1.450 -2.232 2.796
5 N -2.395 -3.107 2.906
6 C -3.628 -3.374 2.224
7 C -4.112 -4.670 2.371
8 C -5.332 -5.020 1.818
9 C -6.083 -4.069 1.145
10 C -5.614 -2.764 1.041
11 C -4.389 -2.410 1.572
12 N -1.531 -1.884 0.469
13 N -0.925 -1.281 -0.507
14 C -1.210 -1.816 -1.823
15 C -0.734 -1.111 -2.920
16 C -0.911 -1.611 -4.199
17 C -1.574 -2.814 -4.379
18 C -2.059 -3.512 -3.275
19 C -1.877 -3.024 -1.995
20 H -2.232 -3.690 3.709
21 H -3.521 -5.409 2.910
22 H -5.700 -6.034 1.924
23 H -7.040 -4.337 0.715
24 H -6.220 -2.009 0.555
25 H -4.050 -1.391 1.506
26 H -0.239 -0.152 -2.796
27 H -0.537 -1.054 -5.049
28 H -1.714 -3.210 -5.377
29 H -2.575 -4.454 -3.413
30 H -2.240 -3.571 -1.134
31 F 2.609 0.764 -0.207
32 B 2.939 -0.223 -1.295
33 F 1.922 0.153 -2.259
34 F 4.195 -0.212 -1.695
35 F 2.421 -1.441 -0.734
36 C -1.391 4.404 -1.175
37 Si -1.740 2.596 -1.033
38 C -3.159 2.221 0.096
39 C -2.063 1.897 -2.717
40 C -0.175 1.912 -0.187
41 H -2.279 4.941 -1.538
42 H -0.576 4.579 -1.887
43 H -1.105 4.838 -0.209
44 H -4.035 2.828 -0.165
45 H -2.903 2.432 1.142
46 H -3.450 1.164 0.018
47 H -2.858 2.484 -3.198
48 H -2.402 0.856 -2.675
49 H -1.176 1.958 -3.363
50 H -0.292 2.204 0.863
51 H 0.673 2.498 -0.602

Atomic forces in eV per Å
Re -0.31 0.15 0.62
S 0.06 -0.11 -0.51
C -0.35 0.00 0.33
N 0.20 0.02 -0.33
N -0.22 0.20 -0.43
C 0.24 -0.07 0.02
C 0.20 -0.19 0.05
C -0.03 -0.05 0.03
C -0.07 -0.03 -0.03
C -0.09 0.02 -0.06
C 0.25 0.04 0.09
N -0.20 -0.12 0.11
N -0.05 -0.15 -0.39
C 0.10 0.19 0.29
C 0.08 0.11 0.03
C 0.02 0.04 -0.06
C -0.03 -0.06 0.04
C 0.00 0.00 -0.08
C -0.06 -0.08 0.19
H -0.16 -0.07 0.36
H -0.11 0.09 -0.09
H 0.05 0.07 -0.01
H 0.07 0.03 0.05
H 0.06 -0.04 0.00
H 0.12 0.18 -0.03
H -0.10 -0.07 -0.07
H -0.03 -0.05 0.07
H -0.01 0.01 0.05
H 0.02 0.04 -0.01
H 0.03 0.04 -0.06
F -0.01 -0.17 -0.11
B 0.26 -0.18 -0.11
F 0.09 0.02 0.36
F -0.34 0.03 0.09
F 0.17 0.34 -0.14
C -0.03 0.46 0.04
Si 0.09 -0.14 0.14
C -0.34 -0.12 0.23
C -0.03 -0.15 -0.38
C 0.51 -0.17 -0.36
H 0.20 -0.07 0.06
H -0.12 0.03 0.12
H -0.05 -0.03 -0.20
H 0.10 -0.13 0.06
H -0.08 -0.02 -0.14
H 0.03 0.17 0.05
H 0.15 -0.10 0.08
H 0.03 0.19 -0.07
H -0.22 -0.03 0.08
H 0.06 0.01 -0.08
H -0.15 -0.11 0.13

---

Number 1: electronic energy -1061.26760 Eh. Number 2: electronic energy -344.67995 Eh. Number 3: electronic energy -2248.10721 Eh. Number 4: electronic energy -538.18096 Eh. Number 5: electronic energy -1347.61768 Eh. Number 6: electronic energy -2070.20275 Eh.